Entry 1:
Below is a cluster of 2 separate species, C3H5NO2 in total in a non-equilibrium geometry, with properties calculated with ωB97M-V/def2-TZVPD.

Summary:
* ΔE to the lowest compared entry with this formula, charge and spin: 19.32 kcal per mole
* orbital gap: 10.63 eV

```
! wB97M-V def2-TZVPD RIJCOSX def2/J DEFGRID3
* xyz 0 1
C 1.009 0.512 1.195
N -0.055 0.057 0.322
C -0.739 0.909 -0.491
O -0.499 2.093 -0.621
C -1.250 -2.162 -1.876
O -0.374 -2.841 -2.121
H 1.111 1.587 1.042
H 0.765 0.322 2.246
H 1.961 0.026 0.955
H -0.379 -0.895 0.391
H -1.549 0.393 -1.042
*
```


Entry 2:
Below is a cluster of 2 separate species, C26H36NO7PS in total in a non-equilibrium geometry, with properties calculated with ωB97M-V/def2-TZVPD.

Summary:
* orbital gap: 1.26 eV

```
! wB97M-V def2-TZVPD RIJCOSX def2/J DEFGRID3
* xyz -2 1
C -1.213 -1.383 3.416
C -2.527 -0.918 3.817
C -3.236 0.147 2.895
C -2.187 0.657 1.855
C -1.468 1.963 2.233
C -1.766 2.725 3.572
O -2.612 3.606 3.638
O -1.077 2.362 4.737
C -0.443 2.472 1.210
C 0.375 3.782 1.501
C 1.249 3.470 2.799
C 1.912 2.130 2.916
C 2.716 1.739 4.115
C 2.874 2.718 5.230
C 2.227 4.055 5.125
C 2.380 5.147 6.264
C 1.425 4.422 3.911
C -0.243 1.725 -0.024
N -0.915 0.502 -0.350
O -0.769 -0.221 -1.503
C 0.605 -0.295 -1.943
C 0.845 -1.743 -2.606
C 2.008 -2.475 -1.764
C 1.299 -1.669 -4.122
C 1.764 -3.122 -4.654
C 2.513 -0.690 -4.408
C -1.879 -0.002 0.597
C -2.676 -1.325 0.257
C -3.735 -0.994 -0.919
C -3.472 -1.934 -2.199
S -3.266 -0.961 -3.765
H -1.075 -2.209 2.650
H -0.245 -0.919 3.793
H -3.023 -1.261 4.766
H -4.118 -0.307 2.324
H -3.691 1.003 3.490
H -0.858 1.413 4.597
H -0.263 4.690 1.666
H 1.129 3.933 0.673
H 1.823 1.349 2.108
H 3.189 0.725 4.115
H 3.476 2.411 6.122
H 2.919 4.706 7.148
H 1.359 5.483 6.598
H 2.915 6.074 5.889
H 0.966 5.448 3.904
H 0.508 2.157 -0.745
H 0.739 0.536 -2.708
H 1.358 -0.223 -1.105
H -0.105 -2.356 -2.497
H 1.873 -2.235 -0.667
H 1.947 -3.584 -1.917
H 2.993 -2.036 -2.105
H 0.425 -1.391 -4.787
H 1.346 -3.355 -5.691
H 1.468 -3.957 -3.962
H 2.898 -3.139 -4.713
H 3.507 -1.166 -4.188
H 2.501 -0.486 -5.527
H 2.454 0.306 -3.889
H -3.203 -1.751 1.149
H -1.890 -2.059 -0.113
H -4.761 -1.173 -0.475
H -3.602 0.086 -1.219
H -2.549 -2.564 -2.065
H -4.347 -2.650 -2.278
H -3.049 0.332 -3.353
O 0.169 -5.802 -6.422
P 0.854 -5.544 -7.764
O 0.086 -6.249 -8.883
O 2.283 -6.089 -7.715
O 0.883 -4.039 -8.035
*
```


Entry 3:
Below is a structure of composition C21H56BN7O10Ta in a non-equilibrium geometry, with properties calculated with ωB97M-V/def2-TZVPD.

Summary:
* orbital gap: 6.53 eV

```
! wB97M-V def2-TZVPD RIJCOSX def2/J DEFGRID3
* xyz -1 1
N -2.154 3.444 3.118
C -0.884 3.716 3.868
C 0.157 2.698 3.480
O -0.319 1.385 3.897
C 1.496 2.967 4.154
Ta 2.444 5.014 3.704
O 3.830 4.886 5.278
B 3.315 4.605 6.504
O 3.815 3.486 7.178
O 2.349 5.322 7.147
H -2.942 3.765 3.664
H -2.120 4.016 2.283
H -0.570 4.720 3.623
H -1.131 3.659 4.925
H 0.256 2.666 2.405
H -0.592 1.509 4.817
H 2.189 2.217 3.780
H 1.330 2.762 5.216
H 1.210 5.962 4.736
H 3.103 6.696 3.209
H 3.720 4.269 2.550
H 1.281 5.147 2.298
H 3.121 2.823 7.288
H 2.079 6.087 6.615
C 0.889 1.680 -0.657
C 1.725 2.926 -0.458
O 1.482 3.732 0.422
N 2.773 3.108 -1.307
C 3.192 2.231 -2.387
H 0.097 1.667 0.086
H 0.440 1.678 -1.651
H 1.497 0.783 -0.537
H 3.293 3.952 -1.130
H 4.216 1.895 -2.209
H 3.161 2.770 -3.335
H 2.546 1.368 -2.464
C 0.513 0.400 -6.707
C 0.630 0.551 -5.207
O 1.714 0.662 -4.649
N -0.515 0.562 -4.489
C -1.877 0.431 -4.961
H 1.510 0.410 -7.136
H 0.031 -0.545 -6.959
H -0.061 1.224 -7.131
H -0.370 0.669 -3.497
H -2.442 1.325 -4.685
H -2.340 -0.435 -4.487
H -1.919 0.308 -6.038
C -6.200 -0.010 -7.401
C -5.577 0.076 -6.027
O -5.007 -0.871 -5.513
N -5.672 1.262 -5.369
C -6.304 2.491 -5.814
H -6.041 -1.009 -7.792
H -7.272 0.182 -7.349
H -5.736 0.710 -8.077
H -5.237 1.252 -4.460
H -5.568 3.296 -5.844
H -7.097 2.772 -5.119
H -6.732 2.373 -6.803
C -2.160 -3.466 -2.797
C -1.833 -2.250 -1.965
O -0.992 -1.430 -2.306
N -2.508 -2.090 -0.800
C -3.510 -2.963 -0.221
H -1.540 -3.453 -3.689
H -1.956 -4.380 -2.236
H -3.208 -3.451 -3.099
H -2.251 -1.254 -0.296
H -4.450 -2.424 -0.087
H -3.161 -3.304 0.754
H -3.684 -3.829 -0.849
C 0.817 -5.641 -0.861
C -0.292 -5.515 0.156
O -1.386 -6.045 -0.008
N -0.038 -4.775 1.258
C 1.184 -4.058 1.610
H 0.466 -6.254 -1.685
H 1.096 -4.660 -1.246
H 1.692 -6.117 -0.416
H -0.818 -4.727 1.894
H 1.567 -4.422 2.559
H 0.946 -2.996 1.708
H 1.949 -4.182 0.853
C 3.519 -2.724 4.533
C 3.817 -4.189 4.327
O 3.407 -4.804 3.352
N 4.566 -4.816 5.271
C 5.133 -4.255 6.483
H 2.918 -2.366 3.704
H 2.963 -2.572 5.459
H 4.443 -2.146 4.568
H 4.728 -5.790 5.073
H 6.219 -4.361 6.466
H 4.746 -4.786 7.354
H 4.888 -3.203 6.578
*
```